(1)
ORCA calculation (ωB97M-V/def2-TZVPD) on a gas-phase ion, C4H11N2 (charge +1) at a distorted geometry.

Each line ends with the Mulliken charge.
Positions of all 17 atoms, in Å:
C -0.70276 -1.27028 -0.94318  -0.538
C -1.32808 -0.16776 -0.08336  -0.705
C -0.30136 0.61006 0.67700  -0.749
C 0.35049 1.68002 0.12808  0.141
N 1.35878 2.31316 0.77382  -0.419
N 0.49238 -1.86974 -0.21389  -0.334
H -0.27206 -0.78788 -1.81352  0.335
H -1.34006 -2.13668 -1.10992  0.370
H -1.84201 0.55723 -0.70807  0.367
H -2.08302 -0.60262 0.56302  0.365
H -0.30144 0.48644 1.75262  0.358
H 0.11174 2.03111 -0.86949  0.347
H 1.48918 2.15852 1.75827  0.193
H 1.92981 3.02242 0.34435  0.211
H 0.90456 -2.52733 -0.88330  0.379
H 1.18185 -1.13014 -0.03896  0.356
H 0.35197 -2.36653 0.66654  0.324

The calculation puts the energy above the lowest of the compared OMol25 structures with the same formula, charge and spin at 1.4229 eV. As for the total charge: +1. For the orbital gap, the calculation gives 8.4 eV. The total energy comes out at -268.252604 Ha. The value obtained for the HOMO energy is -11.82 eV. The value obtained for the maximum force is 0.029 hartree/bohr.

(2)
ORCA calculation (ωB97M-V/def2-TZVPD) on 2 unconnected molecules or ions with the total composition C2HNO2S at a distorted geometry.

Each line ends with the Mulliken spin population.
Positions of all 7 atoms, in Å:
C 0.00123 0.90237 -0.85992  -0.007
C 0.46261 -1.25506 0.91307  0.488
N -1.13222 1.27110 -0.64062  0.016
O 0.98973 0.54448 -1.34251  0.008
O -0.34289 -0.53450 1.30084  0.410
S 1.39804 -2.25031 0.28714  1.085
H -1.37650 1.32192 0.34201  0.000

The calculation puts the energy above the lowest of the compared OMol25 structures with the same formula, charge and spin at 1.1995 eV. The spin multiplicity is 3. For the orbital gap (spin up / spin down), the calculation gives 6.4 / 7.0 eV. The total energy comes out at -680.061335 Ha. The value obtained for the HOMO energy (spin up / spin down) is -5.82 / -10.97 eV. The value obtained for the maximum force is 0.133 hartree/bohr.

(3)
ORCA calculation (ωB97M-V/def2-TZVPD) on 2 unconnected molecules or ions with the total composition C4H10N at a distorted geometry.

Each line ends with the Mulliken spin population.
Positions of all 15 atoms, in Å:
C 0.71800 0.26464 1.25614  0.064
C 1.38820 -0.50855 0.10087  0.000
C 1.17047 0.23209 -1.21475  0.012
C -2.91762 -0.11260 -0.10063  -0.139
N -1.56866 0.06648 -0.04401  1.004
H 0.76617 -0.28406 2.26466  -0.004
H 1.21110 1.24794 1.36400  0.001
H -0.40499 0.32503 0.82467  -0.004
H 2.46126 -0.70471 0.30490  0.002
H 0.92026 -1.48734 0.02988  -0.002
H 0.03716 0.38953 -1.27575  -0.011
H 1.65213 1.27651 -1.21644  -0.001
H -3.51592 0.40016 -0.83534  0.044
H -3.42842 -0.73491 0.59051  0.035
H 1.51084 -0.37021 -2.04870  0.000

The calculation puts the energy above the lowest of the compared OMol25 structures with the same formula, charge and spin at 1.9076 eV. The spin multiplicity is 2. For the orbital gap (spin up / spin down), the calculation gives 9.8 / 8.5 eV. The total energy comes out at -213.005144 Ha. The value obtained for the HOMO energy (spin up / spin down) is -9.54 / -9.44 eV. The value obtained for the maximum force is 0.170 hartree/bohr.

(4)
ORCA calculation (ωB97M-V/def2-TZVPD) on a molecular structure, C7H11F6N3O8PS3 at a distorted geometry.

Each line ends with the Mulliken charge.
Positions of all 39 atoms, in Å:
C -2.55596 1.62080 -3.69783  -0.751
O -1.85313 2.33298 -2.68263  -0.364
C -0.57565 1.89498 -2.48418  -0.258
O 0.21733 2.05420 -3.68928  -0.410
C 0.61196 0.94447 -4.17489  0.583
N 0.77742 0.01024 -4.85380  -0.527
C 0.03301 2.78852 -1.38895  0.027
O 0.87151 3.74168 -2.01426  -0.288
C 1.54106 4.60047 -1.13169  -0.698
S 3.31656 4.18223 -1.07023  -0.139
P 0.88187 1.75933 -0.06041  0.011
N 0.58289 2.59585 1.43137  -0.552
O -0.08048 0.45214 0.12638  -0.256
H -3.23229 0.90054 -3.25914  0.280
H -3.13785 2.34440 -4.24286  0.264
H -1.90676 1.13619 -4.41123  0.352
H -0.55484 0.85212 -2.18450  0.733
H -0.79114 3.34203 -0.93525  0.338
H 1.08111 4.65049 -0.15495  0.437
H 1.48752 5.58580 -1.56254  0.319
H 3.50811 3.80841 0.20361  0.092
H 0.76810 1.90107 2.14705  0.239
H 1.28647 3.30946 1.57069  0.266
H -1.01360 0.65780 0.00034  0.284
C 0.59544 -1.69525 3.79715  0.679
F 0.23871 -0.65848 4.56006  -0.239
F 1.12500 -1.20282 2.67264  -0.231
F 1.56564 -2.35033 4.44165  -0.246
S -0.85064 -2.77503 3.44838  0.995
O -1.76541 -1.92622 2.73945  -0.639
O -1.27806 -3.23153 4.73859  -0.661
N -0.06907 -3.83099 2.56640  -0.281
S -0.88929 -5.05253 1.97523  0.980
O -1.82329 -4.72819 0.93625  -0.651
O -1.31598 -6.03393 2.92965  -0.647
C 0.52387 -5.83819 1.10118  0.665
F 1.50029 -6.17646 1.94962  -0.244
F 1.05298 -5.02048 0.18692  -0.235
F 0.12659 -6.94575 0.47601  -0.224

As for the total charge: -1. For the orbital gap, the calculation gives 8.5 eV. The total energy comes out at -3174.646377 Ha. The value obtained for the HOMO energy is -6.46 eV. The value obtained for the maximum force is 0.056 hartree/bohr.

(5)
ORCA calculation (ωB97M-V/def2-TZVPD) on a molecular structure, C3H6FN at a distorted geometry.

Each line ends with the Mulliken charge.
Positions of all 11 atoms, in Å:
C 0.52659 1.66022 0.29856  0.478
C 0.72911 -1.40802 0.41307  -0.619
C 0.51336 -1.27859 -0.93434  -0.495
N 1.17321 1.83834 -0.61403  -0.314
F -0.00979 1.42541 1.40149  -0.151
H -2.99832 1.34690 0.33843  0.119
H 1.61555 -0.96644 0.89171  0.311
H 0.22462 -2.22345 0.99513  0.234
H -2.45646 1.89035 0.09497  -0.120
H 1.18743 -0.69253 -1.51157  0.343
H -0.50530 -1.59220 -1.37344  0.216

The calculation puts the energy above the lowest of the compared OMol25 structures with the same formula, charge and spin at 2.8724 eV. For the orbital gap, the calculation gives 10.8 eV. The total energy comes out at -272.385586 Ha. The value obtained for the HOMO energy is -10.01 eV. The value obtained for the maximum force is 0.062 hartree/bohr.

Q: Which value of maximum force does entry 3 give?
A: 0.170 hartree/bohr

Q: The highest maximum force belongs to which entry?
A: C4H10N